{
  "formula": "C4H8NO2S",
  "method": "the ωB97M-V functional and the def2-TZVPD basis",
  "symbols": ["H", "H", "C", "C", "N", "H", "H", "H", "O", "H", "S", "C", "H", "O", "C", "H"],
  "xyz": [[-0.84, 0.90, -0.10], [-0.87, -0.19, 2.27], [1.28, 0.34, -0.34], [-0.09, 0.23, 0.32], [-0.77, -1.05, -0.13], [1.73, -0.63, -0.45], [0.78, -0.03, 2.30], [-1.21, -0.40, -2.07], [-1.36, -2.42, -1.80], [-0.93, -1.87, 0.42], [-0.17, 2.25, 2.15], [-0.09, 0.45, 1.81], [0.57, 1.70, -1.57], [1.19, 0.97, -1.63], [-1.11, -1.28, -1.42], [1.90, 1.02, 0.24]],
  "smiles": "O=CN[C@H](CO)C[S-]",
  "largest_force_ev_per_a": 2.17,
  "total_charge": -1,
  "de_lowest_kj_mol": 112.8,
  "homo_lumo_gap_ev": 6.647,
  "energy_ev": -20698.88187,
  "lumo_energy_ev": 3.66,
  "homo_ha": -0.1099
}

***

{
  "formula": "C15H10BiCl2F3NS",
  "method": "the ωB97M-V functional and the def2-TZVPD basis",
  "symbols": ["H", "H", "C", "C", "C", "C", "H", "C", "C", "F", "C", "H", "C", "C", "C", "N", "Cl", "Cl", "H", "H", "H", "C", "S", "C", "H", "H", "F", "F", "C", "Bi", "C", "C", "H"],
  "xyz": [[3.83, 3.71, -5.67], [2.01, -1.08, 1.64], [-2.32, 0.98, 2.15], [4.36, 6.27, -4.88], [3.44, 3.93, -4.68], [3.14, 5.49, -2.86], [-5.28, -0.20, 4.40], [-3.44, 1.80, 2.40], [1.58, 2.26, -1.94], [3.58, 7.34, -5.07], [2.46, 4.53, -2.14], [-5.32, 2.05, 3.35], [3.63, 5.19, -4.13], [2.28, 3.26, -2.69], [-2.34, -0.27, 2.76], [1.85, -0.20, 1.15], [-1.01, -1.40, 2.52], [-3.52, 3.38, 1.71], [-3.33, -1.70, 4.00], [2.69, 0.03, 0.62], [3.28, 6.48, -2.45], [-4.49, 1.38, 3.20], [-1.01, 1.69, 1.20], [-4.46, 0.13, 3.78], [2.62, 1.98, -4.38], [2.07, 4.75, -1.16], [4.78, 5.85, -6.08], [5.44, 6.68, -4.20], [-3.38, -0.71, 3.56], [-0.07, -0.10, -0.22], [0.98, 1.43, -1.28], [2.77, 2.96, -3.96], [1.72, 0.52, 1.85]],
  "largest_force_ev_per_a": 0.26,
  "total_charge": 1,
  "homo_lumo_gap_ev": 7.616,
  "energy_ev": -67073.14648,
  "lumo_energy_ev": -4.36,
  "homo_ha": -0.4400
}

***

{
  "formula": "C7H13N2OS",
  "method": "the ωB97M-V functional and the def2-TZVPD basis",
  "symbols": ["H", "H", "N", "H", "C", "C", "C", "H", "H", "C", "H", "H", "S", "C", "H", "N", "O", "H", "H", "C", "H", "H", "H", "C"],
  "xyz": [[2.33, -0.34, -3.58], [-0.64, -2.27, 1.14], [-0.60, -0.31, -0.78], [-1.03, -1.46, 2.44], [1.29, -0.73, 2.84], [0.19, 0.43, -2.75], [-1.83, 1.65, -1.68], [-2.55, 1.42, -1.02], [0.36, 0.96, -3.59], [-0.67, -1.29, 1.41], [-1.47, 2.57, -1.43], [1.85, 0.22, 3.01], [1.43, -0.82, -2.56], [-1.37, -0.37, 0.42], [2.11, -1.60, 2.87], [2.30, 0.44, 0.69], [0.67, -0.79, 1.55], [-2.26, 1.89, -2.63], [2.80, 0.84, -0.06], [1.20, -0.06, 0.42], [0.58, -0.81, 3.61], [-2.39, -0.63, 0.38], [-1.55, 0.49, 1.08], [-0.76, 0.57, -1.78]],
  "largest_force_ev_per_a": 4.29,
  "total_charge": 1,
  "de_lowest_kj_mol": 670.9,
  "homo_lumo_gap_ev": [7.075, 7.199],
  "energy_ev": -23319.47865,
  "lumo_energy_ev": [-4.73, -4.83],
  "homo_ha": [-0.4339, -0.4422]
}

***

{
  "formula": "C4H14N2O",
  "method": "the ωB97M-V functional and the def2-TZVPD basis",
  "symbols": ["H", "H", "N", "H", "N", "H", "H", "H", "H", "H", "O", "H", "C", "H", "H", "H", "C", "C", "H", "H", "C"],
  "xyz": [[-0.89, -4.38, -0.66], [-2.00, -3.57, 0.06], [-0.50, -1.16, -0.83], [-0.23, 4.27, -0.57], [0.42, 3.46, -0.59], [0.25, 3.22, -1.61], [0.40, 0.00, 2.33], [1.29, 4.02, -0.80], [-0.25, -0.86, -1.75], [-1.19, 1.43, 0.06], [-1.19, -3.49, -0.47], [-1.14, -0.26, 1.80], [-0.21, 0.24, 1.47], [2.46, -0.18, 0.56], [-1.41, -0.75, -0.70], [2.38, -1.86, 0.10], [-0.07, 1.43, 0.57], [1.73, -0.89, 0.23], [-0.57, -2.41, -0.57], [0.35, 2.32, 1.11], [0.37, -0.58, 0.25]],
  "largest_force_ev_per_a": 7.42,
  "total_charge": 2,
  "de_lowest_kj_mol": 710.4,
  "homo_lumo_gap_ev": 6.789,
  "energy_ev": -9379.20301,
  "lumo_energy_ev": -10.39,
  "homo_ha": -0.6313
}

***

{
  "formula": "C4H8O2",
  "method": "the ωB97M-V functional and the def2-TZVPD basis",
  "symbols": ["H", "H", "H", "H", "C", "C", "H", "C", "H", "C", "O", "H", "O", "H"],
  "xyz": [[0.58, 1.91, -0.23], [0.26, -1.43, 0.77], [1.95, -0.13, 1.87], [-0.22, 0.29, -1.62], [1.79, 0.07, 0.79], [0.71, -0.71, 0.08], [1.20, -1.28, -0.72], [-0.36, 0.24, -0.53], [-2.51, 0.45, -0.59], [-1.76, -0.27, -0.23], [2.46, 0.92, 0.23], [-1.94, -1.24, -0.70], [-0.28, 1.55, 0.02], [-1.89, -0.37, 0.85]],
  "smiles": "C[C@@H](O)CC=O",
  "largest_force_ev_per_a": 0.44,
  "de_lowest_kj_mol": 113.2,
  "homo_lumo_gap_ev": 10.973,
  "energy_ev": -8372.10860,
  "lumo_energy_ev": 0.89,
  "homo_ha": -0.3705
}

***

{
  "formula": "CH4N3P",
  "method": "the ωB97M-V functional and the def2-TZVPD basis",
  "symbols": ["N", "N", "H", "C", "N", "H", "H", "P", "H"],
  "xyz": [[0.92, -0.72, -0.51], [0.59, 0.77, 0.98], [-0.79, 1.80, -0.30], [-0.71, 0.94, 0.36], [1.37, -0.11, 0.52], [-1.52, 0.90, 1.09], [1.92, -1.52, -1.26], [-0.79, -0.50, -0.84], [-0.98, -1.55, -0.04]],
  "largest_force_ev_per_a": 7.31,
  "de_lowest_kj_mol": 428.4,
  "homo_lumo_gap_ev": 8.615,
  "energy_ev": -14856.30679,
  "lumo_energy_ev": -0.26,
  "homo_ha": -0.3261
}